1.
The molecule C20H23NO4, computed with ωB97M-V with the def2-TZVPD basis set.

```
48
Properties=species:S:1:pos:R:3:forces:R:3:mulliken_charge:R:1
C 5.189395 0.626611 1.523114 -0.296 -0.057 -0.314 -1.7852
C 4.720569 0.140035 0.151811 0.804 0.001 0.123 1.6358
C 5.534598 0.791545 -0.963919 -0.372 -0.092 0.217 -1.8033
C 4.732955 -1.405027 0.058930 -0.033 0.041 -0.048 -1.1024
C 3.277568 -1.746459 -0.050097 -0.144 0.173 0.023 0.8435
C 2.653493 -2.971974 -0.129723 0.050 0.098 0.008 -0.6459
C 1.270514 -2.998392 -0.238011 -0.054 -0.069 -0.008 -0.7191
C 0.544609 -1.823037 -0.258598 0.075 0.197 0.006 -0.7514
C 1.166370 -0.576346 -0.179752 0.008 -0.071 -0.006 -0.7115
O 0.340521 0.513373 -0.234283 0.085 -0.247 -0.137 -0.3048
C 0.838079 1.771815 0.176078 0.214 0.504 0.293 -0.0613
C -0.323994 2.766113 0.200585 0.243 -0.421 -0.218 0.1142
O -0.330816 3.743901 0.916942 0.121 0.215 0.281 -0.6727
N -1.291650 2.461029 -0.684825 -0.274 -0.284 -0.362 -0.0943
C -2.605820 3.051943 -0.650570 -0.266 -0.177 0.157 -1.0609
C -3.590784 2.057669 -0.025379 0.104 0.489 0.114 -0.5864
O -3.519323 0.880248 -0.805465 0.006 -0.176 -0.112 -0.3542
C -3.895447 -0.310195 -0.256746 0.024 -0.207 -0.032 0.5479
C -4.646361 -0.445949 0.904348 0.051 0.348 -0.080 -0.2866
C -4.970002 -1.710779 1.368180 0.009 -0.137 -0.008 -0.5472
C -4.557593 -2.841176 0.688032 -0.087 -0.107 0.126 -0.5406
C -3.816928 -2.705044 -0.475935 0.022 0.031 -0.017 -0.4086
C -3.486116 -1.451488 -0.946924 -0.004 0.208 -0.017 -0.4582
C 2.553866 -0.556764 -0.080766 0.044 -0.358 0.031 1.0628
O 3.345935 0.549898 -0.012012 -0.290 0.217 -0.096 -0.4769
H 6.233792 0.368527 1.676737 0.117 -0.040 0.030 0.4381
H 5.076205 1.705739 1.590357 0.018 0.111 0.029 0.3809
H 4.589352 0.167116 2.305783 -0.030 -0.057 0.095 0.4162
H 6.581835 0.516251 -0.872684 0.122 -0.032 0.001 0.4348
H 5.445061 1.873184 -0.903371 0.032 0.120 -0.009 0.3784
H 5.163199 0.467885 -1.933804 -0.002 -0.044 -0.096 0.4258
H 5.188828 -1.854568 0.942339 0.042 0.009 -0.007 0.3367
H 5.285855 -1.748065 -0.818047 0.039 0.006 0.017 0.2994
H 3.228863 -3.884295 -0.108323 0.055 -0.120 0.001 0.4662
H 0.752188 -3.942484 -0.300380 -0.073 -0.087 -0.005 0.3960
H -0.531838 -1.840264 -0.332938 -0.145 0.018 0.009 0.6078
H 1.275067 1.721682 1.179035 -0.117 0.033 -0.127 0.3552
H 1.608782 2.140097 -0.512496 -0.145 -0.034 0.118 0.2876
H -1.239174 1.553372 -1.127824 0.079 0.098 0.122 0.3204
H -2.553259 3.963698 -0.053282 -0.075 -0.057 -0.103 0.4470
H -2.920893 3.288753 -1.670118 -0.034 0.074 0.104 0.3474
H -3.287245 1.851068 1.008240 -0.036 -0.002 -0.094 0.4412
H -4.609328 2.467415 -0.029209 0.083 -0.073 0.026 0.4235
H -4.990381 0.422037 1.445499 -0.006 0.086 0.026 0.3934
H -5.554257 -1.806202 2.271637 -0.040 -0.003 0.068 0.3683
H -4.812821 -3.822096 1.058840 -0.024 -0.079 0.033 0.3836
H -3.490567 -3.581289 -1.016410 0.026 -0.066 -0.056 0.3865
H -2.909694 -1.326997 -1.850696 0.075 0.020 -0.106 0.4327
```
Forces are in eV/Å.

Properties
* E_HOMO: -0.302 Eh
* E_LUMO: 0.7115 eV
* relative energy (zero: lowest compared OMol25 entry of this formula, charge and spin): 159.5 kJ/mol
* SMILES: CC1(C)Cc2cccc(OCC(=O)NCCOc3ccccc3)c2O1
* electronic energy: -1131.6414 a.u.
* HOMO-LUMO gap: 0.328 hartree

=====

2.
A structure of composition C17H18AuN3O3, computed with ωB97M-V with the def2-TZVPD basis set.

```
42
Properties=species:S:1:pos:R:3:forces:R:3:mulliken_charge:R:1
Au -0.031219 0.177789 -0.374935 0.132 -0.122 -0.148 0.6302
C -3.433731 -2.975754 -2.270196 0.072 0.095 -0.010 -0.8607
C -2.559217 -1.891861 -2.086052 -0.044 -0.133 -0.061 -0.3967
N -1.773713 -1.773797 -1.043257 -0.245 0.096 0.051 -0.1230
C -1.838627 -2.696194 -0.074410 0.282 0.120 0.296 -0.4384
C -2.685552 -3.808594 -0.148141 -0.132 -0.157 -0.061 1.3511
C -3.483921 -3.938844 -1.299361 0.018 -0.045 0.063 -0.6560
C -2.740419 -4.757790 0.929297 0.006 0.070 -0.080 -0.9089
C -1.997399 -4.571856 2.034182 0.059 0.062 0.006 -0.9598
C -1.134218 -3.427539 2.161879 -0.021 -0.137 0.222 1.5457
C -0.409181 -3.198163 3.345166 -0.037 -0.061 -0.075 -0.5649
C 0.381003 -2.088723 3.441042 0.038 0.100 -0.100 -0.9447
C 0.458927 -1.228783 2.338023 0.107 -0.023 0.142 -0.0098
N -0.206394 -1.420389 1.218336 -0.186 0.112 -0.256 -0.1848
C -1.022454 -2.498362 1.121793 -0.128 0.008 -0.235 0.0245
H -4.047773 -3.033411 -3.158130 -0.011 0.004 0.009 0.3837
H -2.511654 -1.093049 -2.819622 0.022 -0.028 -0.010 0.5458
H -4.138251 -4.797010 -1.395661 -0.014 0.016 0.005 0.4087
H -3.404552 -5.608339 0.839616 0.015 -0.007 -0.015 0.3787
H -2.039198 -5.274324 2.857130 -0.005 0.015 0.011 0.3628
H -0.494134 -3.901520 4.164609 -0.010 0.013 0.002 0.4091
H 0.939482 -1.858274 4.336795 0.017 -0.017 -0.006 0.3974
H 1.088369 -0.351400 2.361208 -0.039 0.033 -0.007 0.3071
N 1.443754 1.850947 1.507077 -0.032 -0.179 0.079 -0.4222
C 0.426265 2.445330 2.380729 0.128 -0.005 0.004 -0.3722
C -0.979495 2.622365 1.759157 -0.428 0.160 -0.049 0.4110
O -1.641858 3.532160 2.268899 0.095 -0.069 -0.008 -0.7505
O -1.361906 1.841589 0.833174 0.296 -0.096 0.097 -0.6312
H 2.199538 1.428303 2.030386 0.074 0.205 0.096 0.2040
H 1.862021 2.547923 0.906182 -0.046 0.002 -0.041 0.1868
H 0.711340 3.426952 2.763286 0.019 -0.027 0.062 0.3159
H 0.292171 1.790535 3.246678 -0.008 0.006 0.004 0.2320
C 0.511136 -0.305841 -3.565483 0.032 0.126 0.008 -0.5351
O 0.520498 1.077808 -3.155332 0.003 -0.137 -0.080 -0.2759
C 0.416831 1.372886 -1.899941 -0.019 0.057 0.120 0.5900
C 0.492884 2.843326 -1.704505 -0.032 0.022 -0.074 -1.2615
H 1.410148 -0.460262 -4.156500 0.003 -0.026 -0.009 0.2887
H -0.371308 -0.453389 -4.183372 -0.004 -0.011 0.001 0.1864
H 0.491517 -0.935418 -2.677076 -0.010 -0.033 -0.027 0.2250
H 0.245539 3.397174 -2.611331 0.029 -0.016 -0.006 0.3904
H 1.532380 3.062068 -1.437046 -0.014 0.032 0.054 0.2542
H -0.147348 3.128552 -0.869990 0.018 -0.021 0.026 0.2669
```
Forces are in eV/Å.

Properties
* E_HOMO: -0.260 Eh
* E_LUMO: -0.4520 eV
* relative energy (zero: lowest compared OMol25 entry of this formula, charge and spin): 45.1 kJ/mol
* electronic energy: -1184.2395 a.u.
* HOMO-LUMO gap: 0.244 hartree